156
Properties=species:S:1:pos:R:3:forces:R:3 method="wB97M-V/def2-TZVPD" total_charge=-1 relative_energy_ev=0.996 e_homo_ha=-0.1459 total_energy_ha=-6121.6889
Sr -0.25775 0.57629 0.51988 2.76 -1.08 -0.74
N -3.37141 -2.62192 -1.12373 0.03 0.01 -0.01
C -2.55292 -1.67127 -0.49833 -0.24 0.17 -0.09
S -0.84821 -1.91384 -0.73510 -0.36 -0.23 -0.54
N -3.24043 -0.75571 0.11849 -0.42 0.07 -0.08
N -2.57792 0.29746 0.73579 -1.25 -0.44 0.07
C -3.32374 0.95013 1.54988 -0.10 0.08 -0.26
C -2.96054 2.09811 2.36762 0.06 -0.01 0.03
C -3.94311 2.54220 3.26465 0.00 -0.02 0.01
C -3.72439 3.56480 4.16228 0.01 0.04 0.05
C -2.46025 4.17023 4.17915 -0.06 -0.04 -0.04
C -1.47821 3.78073 3.30205 0.05 0.03 0.01
C -1.67930 2.75183 2.33665 -0.21 0.12 -0.02
O -0.76520 2.44599 1.50000 -0.77 1.73 0.97
H -2.91593 -3.51864 -1.19994 0.01 0.02 -0.04
H -4.28153 -2.67060 -0.68377 0.01 0.02 0.01
H -4.34500 0.58456 1.67930 -0.07 0.12 -0.12
H -4.90912 2.04300 3.25184 0.01 -0.02 -0.01
H -4.50082 3.87955 4.84753 0.00 -0.01 0.00
H -2.25295 4.95533 4.89870 0.01 0.01 -0.01
H -0.49677 4.23927 3.32004 -0.01 0.01 -0.02
C -2.20826 -3.94196 6.94986 0.06 -0.01 -0.03
C -0.85111 -4.39563 6.48918 -0.04 0.02 0.02
C -0.23378 -5.50450 7.04714 0.01 -0.01 0.00
C 1.02143 -5.92884 6.63149 0.01 -0.01 -0.01
C 1.66135 -5.23621 5.61644 -0.02 0.01 0.03
C 1.06218 -4.13106 5.03167 0.00 -0.01 -0.03
C -0.18682 -3.68774 5.47192 0.09 -0.04 -0.03
N -0.83046 -2.57220 4.93258 -0.01 0.15 -0.06
C -0.30615 -1.69875 3.93630 -0.13 -0.22 -0.25
N 0.90391 -1.21771 4.29115 0.20 -0.03 0.24
C 1.80008 -0.24226 3.74978 0.16 0.05 -0.04
C 1.57211 0.38187 2.52094 0.16 -0.05 0.23
C 2.52755 1.37319 2.23777 -0.07 0.10 -0.07
C 3.61815 1.69111 3.03605 -0.09 0.10 0.14
C 3.81346 0.99124 4.21742 -0.08 0.01 -0.06
C 2.90096 0.01824 4.59866 -0.02 -0.01 0.05
C 3.11137 -0.68623 5.92149 -0.02 0.02 -0.09
N -0.97003 -1.42317 2.87460 0.00 0.24 0.16
C -2.23243 -2.02589 2.72927 -0.12 -0.24 0.15
C -3.37237 -1.35530 3.17205 0.06 -0.12 0.16
C -4.63741 -1.88407 2.96238 0.05 -0.08 0.06
C -4.77752 -3.10794 2.32642 0.04 0.03 -0.01
C -3.63968 -3.80597 1.93962 -0.03 -0.04 0.11
C -2.36332 -3.29689 2.14504 0.07 -0.05 0.04
C -1.13823 -4.09324 1.79356 0.02 0.00 0.12
H -2.54119 -4.53216 7.80255 -0.02 0.00 -0.01
H -2.95725 -4.04451 6.15788 -0.02 0.01 0.01
H -2.18803 -2.88888 7.24007 -0.02 0.00 0.00
H -0.75014 -6.04573 7.83246 -0.01 0.01 0.00
H 1.48705 -6.79105 7.09084 0.00 0.00 0.00
H 2.63291 -5.55921 5.26376 0.00 0.00 -0.01
H 1.55448 -3.61635 4.21765 0.01 0.01 0.01
H -1.83419 -2.65138 4.87566 -0.02 -0.01 -0.03
H 1.14971 -1.50517 5.22118 -0.02 0.00 0.06
H 2.40761 1.96432 1.32475 -0.01 -0.04 -0.02
H 4.31022 2.47958 2.75218 -0.02 -0.01 0.02
H 4.66587 1.20326 4.85538 -0.01 0.02 0.02
H 4.03291 -0.33277 6.38407 0.00 -0.01 0.01
H 3.19525 -1.77244 5.81411 -0.03 -0.01 0.01
H 2.29947 -0.48263 6.62910 0.00 -0.03 0.00
H -3.24416 -0.39432 3.65764 0.00 -0.06 0.02
H -5.51149 -1.33561 3.29342 -0.01 0.02 -0.01
H -5.76105 -3.52081 2.13787 -0.01 -0.01 0.02
H -3.74098 -4.78190 1.47565 0.01 0.00 -0.01
H -1.41315 -5.01008 1.27013 0.01 -0.01 -0.03
H -0.58540 -4.36823 2.69580 -0.02 -0.06 0.03
H -0.47267 -3.50486 1.16142 -0.05 -0.09 0.08
O 1.80927 0.42168 -0.93303 -0.01 0.18 -0.19
P 2.84917 0.31958 -2.00125 0.15 -0.16 0.06
C 3.10017 1.92929 -2.82331 -0.11 -0.07 0.13
C 3.26693 2.99883 -1.70021 -0.04 -0.05 0.04
C 2.07021 3.93726 -1.62270 0.04 0.03 -0.07
C 1.93168 4.70808 -2.93394 -0.02 -0.07 -0.04
C 2.06320 3.76644 -4.15380 -0.10 -0.02 0.04
C 1.92979 2.29611 -3.75102 0.04 0.11 -0.02
C 2.28530 -0.86005 -3.28209 -0.05 0.07 0.01
C 3.00643 -0.87118 -4.63953 0.09 -0.04 0.07
C 4.23270 -1.78269 -4.69181 -0.11 -0.03 0.00
C 3.87169 -3.20044 -4.25862 0.04 0.06 0.06
C 3.29591 -3.19576 -2.84519 -0.05 0.02 -0.08
C 2.07069 -2.28641 -2.73936 0.08 0.04 0.04
C 4.45834 -0.24567 -1.30386 -0.08 -0.03 -0.03
C 5.54732 0.82416 -1.05229 -0.01 0.03 0.06
C 5.59850 1.22944 0.41909 0.03 -0.08 -0.12
C 6.02517 0.04265 1.29271 -0.02 0.00 -0.03
C 5.45136 -1.28351 0.76044 -0.01 0.07 -0.01
C 4.15982 -1.03989 -0.01423 0.08 -0.06 0.01
H 4.01491 1.87053 -3.42425 0.01 0.00 0.00
H 4.16800 3.59241 -1.88578 0.02 -0.03 0.01
H 3.39037 2.51357 -0.73073 0.07 0.06 -0.01
H 2.20212 4.63276 -0.79202 -0.02 -0.03 0.02
H 1.16251 3.36804 -1.40931 -0.01 0.00 0.02
H 2.70994 5.47547 -2.98286 -0.03 0.02 0.00
H 0.97487 5.23061 -2.94485 -0.08 0.03 -0.05
H 3.04138 3.90310 -4.62671 0.00 -0.01 -0.01
H 1.32135 4.00813 -4.91803 -0.03 0.04 0.00
H 1.92979 1.67300 -4.64574 -0.02 -0.05 0.02
H 0.97476 2.12275 -3.24301 -0.01 0.00 0.02
H 1.28245 -0.43908 -3.43338 -0.04 -0.02 -0.07
H 3.28633 0.13782 -4.94594 -0.01 0.02 -0.02
H 2.28682 -1.23496 -5.38250 -0.01 0.04 -0.02
H 5.02131 -1.39186 -4.04190 0.03 -0.01 -0.03
H 4.63514 -1.78581 -5.70818 0.02 0.02 0.01
H 4.74992 -3.84905 -4.31019 -0.02 -0.02 -0.02
H 3.12620 -3.60506 -4.95308 0.01 -0.02 -0.01
H 4.07509 -2.88061 -2.14736 0.00 -0.02 0.02
H 3.00680 -4.20779 -2.55228 0.01 0.00 0.03
H 1.70968 -2.23615 -1.71107 -0.04 -0.02 0.00
H 1.25971 -2.74080 -3.31759 -0.03 0.00 0.02
H 4.85196 -0.93684 -2.05212 0.01 -0.01 0.00
H 5.40605 1.69848 -1.68850 0.05 -0.04 0.00
H 6.51820 0.39907 -1.32729 0.00 0.00 -0.04
H 4.61085 1.56955 0.73854 0.13 -0.04 -0.06
H 6.28810 2.06605 0.55317 -0.01 0.04 0.02
H 5.66905 0.20949 2.31050 0.02 0.00 -0.03
H 7.11690 -0.01697 1.33220 0.01 0.00 0.00
H 5.25837 -1.96451 1.59084 0.02 -0.03 -0.01
H 6.17897 -1.77646 0.10499 0.00 -0.02 0.00
H 3.44833 -0.49639 0.61065 -0.01 0.00 -0.01
H 3.67756 -1.98802 -0.26084 -0.02 0.02 0.01
O -1.41019 1.78007 -1.62841 -0.32 -0.04 -0.20
As -2.72703 1.74921 -2.62202 0.36 0.26 -0.23
C -3.07899 3.53118 -3.30754 0.04 -0.03 0.02
C -1.97513 4.23293 -3.77262 0.09 0.05 0.03
C -2.11430 5.50302 -4.30568 -0.03 0.05 -0.02
C -3.37465 6.08371 -4.37632 0.00 -0.03 0.02
C -4.48234 5.38821 -3.91435 0.01 0.03 -0.02
C -4.33777 4.11293 -3.38172 -0.09 -0.08 -0.04
C -2.28192 0.74647 -4.21703 0.01 0.07 0.01
C -2.44683 1.28283 -5.49067 -0.11 -0.01 0.02
C -1.98196 0.59018 -6.60041 -0.01 -0.02 -0.01
C -1.35887 -0.63992 -6.44100 -0.01 -0.01 0.01
C -1.20232 -1.17772 -5.17069 0.01 -0.03 -0.02
C -1.65546 -0.48480 -4.05725 0.04 -0.03 0.10
C -4.46838 1.20510 -2.02927 0.12 -0.09 0.12
C -5.14341 0.17695 -2.67297 0.13 0.00 0.05
C -6.41985 -0.16391 -2.25604 -0.09 -0.03 0.04
C -7.01419 0.52303 -1.20606 0.00 -0.03 -0.04
C -6.34046 1.55954 -0.57555 0.03 0.02 0.04
C -5.06256 1.90554 -0.98687 0.02 -0.08 0.10
H -1.00300 3.76750 -3.70530 0.23 -0.01 0.02
H -1.24423 6.04093 -4.66217 0.00 -0.01 0.01
H -3.49237 7.07748 -4.78973 0.00 0.00 0.00
H -5.46530 5.83888 -3.96798 0.00 0.00 0.01
H -5.21282 3.57712 -3.03482 0.03 0.00 0.01
H -2.93621 2.24051 -5.62302 0.04 0.01 0.01
H -2.09937 1.01668 -7.58888 -0.02 -0.01 0.00
H -0.99569 -1.17886 -7.30781 0.00 0.01 0.00
H -0.71898 -2.13841 -5.03619 -0.01 0.01 0.00
H -1.49788 -0.90057 -3.06629 0.04 -0.02 0.07
H -4.66010 -0.37535 -3.46917 -0.02 -0.01 -0.01
H -6.94530 -0.97859 -2.73837 0.01 0.00 0.00
H -8.00432 0.24103 -0.86990 0.00 0.01 -0.01
H -6.80139 2.08775 0.24978 0.01 0.00 0.00
H -4.51922 2.69424 -0.47839 -0.01 0.01 0.02